ORCA calculation (wB97M-V/def2-TZVPD) on C12H30F3MgNO9S4 as an isolated structure in a non-equilibrium geometry.

The geometry in XYZ format:
```
60
C12H30F3MgNO9S4 wB97M-V/def2-TZVPD
C 3.305 1.168 -2.731
H -1.788 -3.771 2.776
H 2.085 3.617 -2.457
C -0.067 -2.583 3.250
H -1.890 -2.714 -2.211
S -2.967 -0.731 -1.288
H 3.909 -3.000 0.535
S -1.460 3.631 -0.283
C -0.373 -0.312 2.465
O -0.491 -1.699 2.191
Mg 0.117 0.560 -0.547
O 0.128 0.330 1.401
H -4.525 -2.365 -0.537
C 3.003 3.684 -1.870
C -0.146 4.902 -0.402
H -0.219 -4.568 2.212
H -0.646 3.586 2.098
H 2.962 4.500 -1.152
C -3.646 -1.896 -0.087
H -2.393 -1.640 -3.469
H -1.961 4.742 1.752
H 1.392 -3.897 0.519
F -2.181 -0.447 4.138
F -1.547 1.505 3.498
H -0.308 5.681 0.339
H 0.106 -2.933 -0.212
H -2.917 -2.662 0.161
H 1.024 -2.630 3.255
O 1.840 1.748 -0.525
H 2.652 -2.125 1.416
N -0.233 0.833 -3.774
O -0.367 1.995 -4.201
O 1.456 -0.808 -0.738
H -0.460 -2.214 4.196
O -0.746 2.325 -0.544
H -0.159 5.245 -1.433
H 0.927 -4.187 -1.186
H 4.152 0.491 -2.597
H -0.714 -4.457 3.894
H 2.430 0.540 -2.899
F -2.683 0.224 2.102
C -1.573 3.735 1.553
C -2.711 -2.066 -2.513
O -1.611 -0.393 -0.718
H -4.068 -1.417 0.796
H 3.855 3.922 -2.509
H -2.372 3.096 1.914
C -0.723 -3.930 2.929
C 1.053 -3.438 -0.409
O -0.091 0.654 -2.534
H 0.354 -0.197 3.293
H 3.902 -1.188 0.593
C 3.304 -2.092 0.542
S 3.175 2.041 -1.130
H 3.505 1.818 -3.579
O -0.237 -0.137 -4.547
H -3.634 -2.601 -2.725
C -1.711 0.230 3.043
H 0.789 4.407 -0.149
S 2.191 -2.113 -0.906
```

Summary:
2S+1 = 1
LUMO energy = 0.3 eV
charge = 0
relative energy (zero: lowest compared OMol25 entry of this formula, charge and spin) = 6.2 kcal per mole



ORCA calculation (wB97M-V/def2-TZVPD) on an isolated ion of composition C7H18N4 and charge +2 in a non-equilibrium geometry.

The geometry in XYZ format:
```
29
C7H18N4 wB97M-V/def2-TZVPD
H -0.674 0.171 -2.770
C 2.366 -0.163 1.798
H 2.139 -1.103 2.100
H -1.043 0.460 2.247
C 1.572 0.122 0.518
H 1.860 -0.668 -0.238
N -1.706 -1.042 -0.387
H -3.537 1.173 -2.382
H 4.362 -0.203 2.445
H -0.500 1.607 0.953
H -0.056 0.657 -1.188
H 4.106 0.832 1.041
H 4.264 -0.886 0.835
N -2.014 0.095 0.384
H -0.428 -2.354 0.266
H 0.288 -1.347 -1.147
C -0.817 0.536 1.168
C -0.325 -1.345 -0.205
N 3.949 -0.169 1.428
C -0.893 0.835 -1.870
H 1.556 1.191 0.066
H -3.370 -0.539 -2.800
N 0.191 -0.384 0.752
H -1.169 1.839 -1.994
C -2.060 0.071 -1.270
H -4.231 -0.046 -1.452
H -2.834 -0.119 1.070
H 2.339 0.594 2.629
C -3.336 0.187 -1.997
```

Summary:
2S+1 = 3
LUMO energy (spin up / spin down) = -7.2 / -11.4 eV
charge = +2
relative energy (zero: lowest compared OMol25 entry of this formula, charge and spin) = 54.7 kcal per mole



ORCA calculation (wB97M-V/def2-TZVPD) on C4H12IO3 as an isolated structure in a non-equilibrium geometry.

The geometry in XYZ format:
```
20
C4H12IO3 wB97M-V/def2-TZVPD
O 1.559 -1.707 1.587
C -0.694 -2.158 0.657
O -0.662 1.446 -0.002
H -0.614 -1.259 0.045
H 1.713 -1.101 0.859
H 1.187 -3.129 0.255
H -1.135 -1.517 2.432
C 0.230 3.217 -1.263
H -0.473 1.250 -1.978
H -1.725 2.399 -1.450
H -0.142 4.054 -0.672
H 0.004 0.767 -0.132
I 1.414 -0.047 -0.442
H -1.066 -2.856 -0.093
H 1.249 2.938 -0.997
H 0.314 3.685 -2.243
C 0.652 -2.656 1.079
C -0.725 2.017 -1.246
O -1.569 -1.981 1.713
H 0.481 -3.362 1.891
```

Summary:
2S+1 = 1
LUMO energy = 3.5 eV
charge = -1
relative energy (zero: lowest compared OMol25 entry of this formula, charge and spin) = 102.7 kcal per mole



ORCA calculation (wB97M-V/def2-TZVPD) on C31H25N4O8TeV as an isolated structure in a non-equilibrium geometry.

The geometry in XYZ format:
```
70
C31H25N4O8TeV wB97M-V/def2-TZVPD
H 7.427 11.139 14.218
C 16.569 10.245 11.263
N 17.477 4.798 17.752
O 13.433 7.309 16.475
H 11.157 6.111 12.714
H 6.709 9.687 13.505
H 12.769 6.924 6.913
H 9.447 6.132 12.252
C 10.273 8.090 12.549
O 18.498 4.164 17.606
C 12.032 9.946 8.239
O 19.551 5.587 13.353
C 10.411 6.637 12.111
H 19.782 9.958 10.219
N 14.312 9.691 11.878
H 12.064 9.173 6.244
H 13.106 10.844 14.156
V 16.446 7.345 11.520
C 17.679 9.776 10.574
H 11.860 12.084 14.094
Te 13.071 8.118 11.950
C 12.794 7.322 8.999
C 18.947 10.309 10.808
C 17.008 5.552 16.522
C 12.196 9.628 9.573
C 9.014 8.583 12.787
C 8.847 9.899 13.181
C 9.941 10.707 13.388
C 17.533 6.207 14.264
C 18.538 6.143 13.115
C 12.578 8.338 9.930
H 18.136 12.492 13.252
C 16.760 11.165 12.287
H 12.020 10.397 10.318
C 16.352 6.931 14.298
H 12.880 5.570 10.281
H 15.212 6.248 17.453
H 10.664 6.525 11.040
H 14.291 5.811 9.325
C 15.323 9.551 11.095
O 13.832 8.336 14.607
H 9.765 11.713 13.748
H 15.908 11.434 12.892
C 15.818 6.226 16.557
C 11.231 10.274 13.182
O 16.791 4.883 18.747
H 18.734 4.944 15.519
N 14.699 4.734 12.115
H 8.156 7.918 12.687
H 17.580 9.087 9.727
C 15.449 6.883 15.421
C 18.009 11.722 12.493
C 12.617 7.674 7.671
H 20.077 11.829 11.837
C 7.467 10.460 13.368
O 15.477 8.447 10.285
C 12.237 8.951 7.286
C 11.359 8.972 12.700
C 15.404 5.549 11.681
H 12.823 11.695 12.664
H 12.821 5.248 8.545
O 16.166 7.769 13.217
C 19.119 11.335 11.726
H 7.166 11.036 12.479
C 12.328 11.270 13.530
H 11.729 10.931 7.921
C 13.218 5.916 9.308
N 14.121 7.574 15.512
C 17.847 5.530 15.423
O 18.058 6.745 11.848
```

Summary:
2S+1 = 2
LUMO energy (spin up / spin down) = -5.4 / -4.8 eV
charge = +1